No. 1
{"formula": "C18H25AsBHgN8O", "method": "ωB97M-V/def2-TZVPD", "symbols": ["Hg", "As", "O", "N", "N", "N", "N", "N", "N", "N", "N", "C", "C", "C", "C", "C", "C", "C", "C", "C", "C", "C", "C", "C", "C", "C", "C", "C", "C", "B", "H", "H", "H", "H", "H", "H", "H", "H", "H", "H", "H", "H", "H", "H", "H", "H", "H", "H", "H", "H", "H", "H", "H", "H", "H"], "xyz": [[0.40, 1.34, 1.54], [1.63, -2.02, 0.82], [-4.06, -3.64, -0.97], [2.28, 1.45, -0.30], [1.85, 1.89, -1.49], [-1.96, -4.17, -0.29], [0.87, 3.99, -0.49], [0.90, 3.70, 0.83], [-0.68, 2.22, -1.43], [-1.33, 2.14, -0.25], [-1.87, -0.50, 1.81], [-1.90, -1.53, 0.97], [3.53, -2.49, 1.01], [-4.23, -0.71, 2.08], [-2.51, 1.58, -0.52], [1.12, 5.30, -0.68], [-2.63, 1.28, -1.89], [-3.09, -3.40, -0.28], [0.99, -3.37, 2.11], [-3.01, -0.11, 2.36], [-1.43, 1.71, -2.42], [3.59, 0.61, -1.93], [-3.06, -2.22, 0.65], [1.35, -3.04, -0.83], [1.30, 5.90, 0.55], [2.62, 1.41, -2.49], [-4.25, -1.78, 1.20], [1.15, 4.84, 1.46], [3.34, 0.67, -0.55], [0.70, 2.93, -1.58], [1.51, 6.93, 0.76], [4.38, 0.07, -2.44], [-0.06, -3.23, 2.36], [-3.23, 1.43, 0.26], [4.05, -2.26, 0.08], [3.89, 0.25, 0.27], [1.78, -4.03, -0.74], [-1.96, -4.99, -0.87], [1.84, -2.50, -1.64], [0.74, 3.45, -2.67], [-5.18, -2.28, 0.93], [-0.96, -1.80, 0.50], [1.16, -4.38, 1.74], [-1.07, 1.72, -3.44], [3.63, -3.55, 1.22], [-2.95, 0.73, 3.05], [1.57, -3.24, 3.03], [1.22, 4.85, 2.54], [-5.14, -0.34, 2.54], [-1.23, -4.05, 0.38], [3.98, -1.91, 1.82], [1.14, 5.72, -1.67], [2.43, 1.69, -3.51], [0.29, -3.12, -1.07], [-3.46, 0.83, -2.40]], "orbital_gap_ev": [7.53, 7.54], "multiplicity": 2, "lumo_energy_ha": [0.0104, -0.0438], "total_charge": 0}

---

No. 2
{"formula": "C18H25AsLaN3O6SSi", "method": "ωB97M-V/def2-TZVPD", "symbols": ["La", "As", "S", "Si", "O", "O", "O", "O", "O", "O", "N", "N", "N", "C", "C", "C", "C", "C", "C", "C", "C", "C", "C", "C", "C", "C", "C", "C", "C", "C", "C", "H", "H", "H", "H", "H", "H", "H", "H", "H", "H", "H", "H", "H", "H", "H", "H", "H", "H", "H", "H", "H", "H", "H", "H", "H"], "xyz": [[-0.70, 0.03, -0.37], [-1.11, 2.93, 0.56], [-0.59, 1.64, -2.61], [-3.35, -2.26, 0.09], [-0.90, 1.39, 1.21], [-2.62, 3.48, 0.35], [-0.51, 3.95, 1.93], [-0.92, 2.03, -3.94], [-1.72, 1.58, -1.65], [0.11, 0.34, -2.48], [0.54, -2.08, -0.10], [-1.69, -1.95, 0.38], [1.70, 0.84, 0.27], [2.49, 4.50, -0.92], [2.86, -2.01, -0.81], [3.32, 1.96, 1.96], [-0.54, -4.11, 0.61], [1.71, 3.04, -2.65], [1.34, 4.25, -0.18], [-3.50, -3.41, -1.41], [3.05, 1.39, 3.36], [0.38, 3.37, -0.65], [-0.60, -2.73, 0.31], [1.68, -2.76, -0.25], [2.69, 3.88, -2.15], [-4.46, -2.85, 1.50], [0.57, 2.80, -1.91], [0.65, -4.78, 0.49], [2.41, 1.36, 1.00], [-3.88, -0.48, -0.38], [1.78, -4.11, 0.04], [3.21, 0.32, 3.37], [3.23, 5.19, -0.54], [2.03, 1.59, 3.66], [2.73, -4.62, -0.08], [-3.48, 0.23, 0.35], [3.64, -1.89, -0.06], [0.70, -5.84, 0.73], [-2.97, -2.97, -2.25], [1.19, 4.73, 0.78], [-4.54, -3.58, -1.71], [3.73, 1.86, 4.08], [-4.96, -0.33, -0.40], [-3.05, -4.38, -1.21], [3.59, 4.07, -2.71], [3.16, 3.04, 1.94], [4.34, 1.77, 1.63], [3.29, -2.55, -1.65], [-4.39, -2.18, 2.36], [-1.32, 4.29, 2.32], [1.82, 2.56, -3.62], [-3.51, -0.23, -1.38], [2.54, -1.03, -1.15], [-5.50, -2.85, 1.15], [-4.23, -3.86, 1.84], [-1.45, -4.59, 0.96]], "orbital_gap_ev": 8.05, "lumo_energy_ha": 0.0066, "total_charge": 0}

---

No. 3
{"formula": "C18H25B2CoF4N8O4S", "method": "ωB97M-V/def2-TZVPD", "symbols": ["Co", "S", "F", "F", "F", "F", "O", "O", "O", "O", "N", "N", "N", "N", "N", "N", "N", "N", "C", "C", "C", "C", "C", "C", "C", "C", "C", "C", "C", "C", "C", "C", "C", "C", "C", "C", "B", "B", "H", "H", "H", "H", "H", "H", "H", "H", "H", "H", "H", "H", "H", "H", "H", "H", "H", "H", "H", "H", "H", "H", "H", "H", "H"], "xyz": [[-0.10, -0.18, 0.24], [-1.62, -0.80, 1.72], [2.42, -1.85, 3.54], [3.31, -1.10, 1.53], [-3.74, 0.25, -3.01], [-3.61, -0.49, -0.81], [-2.69, 1.62, -1.43], [1.27, -2.29, 1.60], [1.51, 0.04, 2.58], [-1.69, -0.51, -2.23], [-1.41, 1.81, -1.20], [0.89, 0.65, 1.60], [-2.16, 1.79, 1.00], [0.64, -1.91, 0.50], [-3.54, 0.85, 2.50], [-0.97, -1.07, -1.22], [1.22, 0.71, -1.15], [-1.00, 1.57, 0.20], [-1.16, 2.32, -3.52], [2.48, 0.27, -1.18], [-0.25, 3.99, 0.48], [0.38, -4.28, -0.01], [-0.60, 1.95, -2.18], [0.15, -2.83, -0.24], [1.72, 2.79, 2.55], [1.70, 2.09, -3.04], [0.83, 1.61, -2.08], [-0.02, 2.54, 0.73], [-2.47, 0.72, 1.70], [3.40, 0.71, -2.12], [-3.54, 0.06, 4.86], [0.87, 1.99, 1.62], [-1.25, -3.18, -2.42], [3.01, 1.64, -3.06], [-0.72, -2.31, -1.34], [-4.04, -0.16, 3.44], [-3.01, 0.13, -1.86], [2.17, -1.31, 2.32], [-2.22, 2.51, -3.46], [-3.88, 1.02, 5.25], [-3.99, 1.75, 2.48], [-2.45, 0.04, 4.89], [-0.98, 1.51, -4.23], [4.41, 0.32, -2.09], [-1.27, 4.16, 0.14], [-0.58, -4.02, -2.61], [0.70, -4.45, 1.02], [1.17, -4.66, -0.67], [-0.10, 4.56, 1.39], [-5.12, -0.13, 3.40], [2.18, 3.63, 2.02], [0.45, 4.39, -0.27], [-0.53, -4.84, -0.21], [-3.92, -0.73, 5.52], [-1.41, -2.61, -3.32], [-3.73, -1.14, 3.08], [1.12, 3.20, 3.36], [-2.22, -3.58, -2.11], [3.70, 2.00, -3.81], [2.76, -0.43, -0.42], [-0.65, 3.22, -3.88], [1.35, 2.80, -3.77], [2.50, 2.17, 2.98]], "orbital_gap_ev": [6.69, 7.35], "multiplicity": 2, "lumo_energy_ha": [-0.1659, -0.1656], "total_charge": 1}

---

No. 4
{"formula": "C18H25BCl3NO", "method": "ωB97M-V/def2-TZVPD", "symbols": ["Cl", "Cl", "Cl", "O", "N", "C", "C", "C", "C", "C", "C", "C", "C", "C", "C", "C", "C", "C", "C", "C", "C", "C", "C", "B", "H", "H", "H", "H", "H", "H", "H", "H", "H", "H", "H", "H", "H", "H", "H", "H", "H", "H", "H", "H", "H", "H", "H", "H", "H"], "xyz": [[0.27, -2.28, -3.52], [2.99, -2.36, -2.14], [2.71, -0.92, -4.86], [1.58, -0.04, -2.60], [-1.35, -1.48, 0.80], [-1.50, -0.12, 0.69], [1.77, 0.28, -1.36], [-2.88, 1.94, 1.25], [-1.43, -3.55, 2.18], [2.68, 2.49, -2.06], [-0.74, 0.65, -0.17], [-0.96, -2.25, -0.37], [3.16, 3.74, -1.69], [-0.19, -3.50, 0.01], [-2.52, 0.50, 1.62], [2.35, 1.55, -1.04], [-1.66, 2.77, 0.88], [3.34, 4.07, -0.34], [-0.82, 2.12, -0.24], [3.07, 3.13, 0.65], [-1.02, -4.36, 0.96], [-2.07, -2.21, 1.82], [2.60, 1.87, 0.31], [1.87, -1.35, -3.26], [2.38, 1.11, 1.06], [-3.41, 2.40, 2.09], [-1.03, 2.87, 1.78], [0.19, 2.55, -0.21], [3.25, 3.37, 1.70], [1.73, -0.48, -0.56], [-0.13, 0.16, -0.92], [-0.32, -1.66, -1.04], [-3.44, -0.10, 1.69], [-1.86, -2.51, -0.96], [0.76, -3.21, 0.49], [3.79, 5.03, -0.08], [3.42, 4.45, -2.47], [-1.22, 2.40, -1.23], [-1.92, -4.71, 0.43], [-0.44, -5.23, 1.27], [0.07, -4.04, -0.91], [-2.12, 0.51, 2.65], [-3.56, 1.90, 0.39], [-0.55, -3.36, 2.81], [-2.13, -1.62, 2.75], [-1.94, 3.79, 0.59], [2.52, 2.20, -3.11], [-2.15, -4.11, 2.79], [-3.11, -2.39, 1.48]], "orbital_gap_ev": 5.58, "lumo_energy_ha": -0.0708, "total_charge": 0}

---

No. 5
{"formula": "C18H25BClN3O6S", "method": "ωB97M-V/def2-TZVPD", "symbols": ["Cl", "S", "O", "O", "O", "O", "O", "O", "N", "N", "N", "C", "C", "C", "C", "C", "C", "C", "C", "C", "C", "C", "C", "C", "C", "C", "C", "C", "C", "B", "H", "H", "H", "H", "H", "H", "H", "H", "H", "H", "H", "H", "H", "H", "H", "H", "H", "H", "H", "H", "H", "H", "H", "H", "H"], "xyz": [[2.62, 1.59, 0.37], [-0.98, 2.58, -0.72], [1.75, -1.13, 1.11], [-0.26, -2.53, -0.22], [0.09, -4.27, -1.56], [1.98, 0.21, 4.35], [-1.21, -1.70, 2.35], [3.18, -1.48, 3.38], [0.58, 0.65, 2.27], [1.08, 0.87, 0.00], [-0.83, 1.91, 0.87], [-0.58, -3.32, -1.30], [1.84, -0.47, -2.55], [-3.21, 2.54, 1.48], [1.18, -0.73, 2.35], [-0.22, -1.12, -0.40], [2.25, 0.80, -2.94], [-1.81, 2.15, 1.95], [2.28, -0.65, 3.48], [1.13, -1.24, -3.48], [2.15, -1.05, -1.19], [1.23, 0.53, -5.11], [1.19, -0.62, -0.07], [1.95, 1.29, -4.20], [-3.47, 4.05, 1.54], [-1.84, -2.96, -2.04], [0.24, 1.16, 1.11], [0.41, -2.82, 3.98], [0.82, -0.75, -4.74], [0.07, -1.79, 2.88], [-1.89, -1.92, -2.35], [-3.66, 4.33, 2.58], [-1.44, -2.51, 1.89], [-0.48, -0.82, -1.41], [3.17, -0.82, -0.89], [0.03, 0.88, 3.08], [1.00, 0.91, -6.09], [-1.40, 2.90, 2.63], [2.29, 2.28, -4.49], [-4.35, 4.34, 0.97], [2.83, 1.42, -2.27], [-2.70, -3.21, -1.43], [0.61, -2.24, 4.89], [-0.96, -0.69, 0.28], [0.83, -2.25, -3.23], [2.07, -2.13, -1.26], [1.31, -3.40, 3.77], [-0.45, -3.46, 4.19], [-1.87, -3.59, -2.93], [-1.88, 1.21, 2.50], [-2.60, 4.64, 1.23], [-1.62, 3.68, -0.32], [-3.90, 2.06, 2.17], [0.26, -1.36, -5.44], [-3.42, 2.12, 0.50]], "orbital_gap_ev": 7.46, "lumo_energy_ha": -0.0141, "total_charge": 0}

---

Please write out number 2 again, unchanged.
{"formula": "C18H25AsLaN3O6SSi", "method": "ωB97M-V/def2-TZVPD", "symbols": ["La", "As", "S", "Si", "O", "O", "O", "O", "O", "O", "N", "N", "N", "C", "C", "C", "C", "C", "C", "C", "C", "C", "C", "C", "C", "C", "C", "C", "C", "C", "C", "H", "H", "H", "H", "H", "H", "H", "H", "H", "H", "H", "H", "H", "H", "H", "H", "H", "H", "H", "H", "H", "H", "H", "H", "H"], "xyz": [[-0.70, 0.03, -0.37], [-1.11, 2.93, 0.56], [-0.59, 1.64, -2.61], [-3.35, -2.26, 0.09], [-0.90, 1.39, 1.21], [-2.62, 3.48, 0.35], [-0.51, 3.95, 1.93], [-0.92, 2.03, -3.94], [-1.72, 1.58, -1.65], [0.11, 0.34, -2.48], [0.54, -2.08, -0.10], [-1.69, -1.95, 0.38], [1.70, 0.84, 0.27], [2.49, 4.50, -0.92], [2.86, -2.01, -0.81], [3.32, 1.96, 1.96], [-0.54, -4.11, 0.61], [1.71, 3.04, -2.65], [1.34, 4.25, -0.18], [-3.50, -3.41, -1.41], [3.05, 1.39, 3.36], [0.38, 3.37, -0.65], [-0.60, -2.73, 0.31], [1.68, -2.76, -0.25], [2.69, 3.88, -2.15], [-4.46, -2.85, 1.50], [0.57, 2.80, -1.91], [0.65, -4.78, 0.49], [2.41, 1.36, 1.00], [-3.88, -0.48, -0.38], [1.78, -4.11, 0.04], [3.21, 0.32, 3.37], [3.23, 5.19, -0.54], [2.03, 1.59, 3.66], [2.73, -4.62, -0.08], [-3.48, 0.23, 0.35], [3.64, -1.89, -0.06], [0.70, -5.84, 0.73], [-2.97, -2.97, -2.25], [1.19, 4.73, 0.78], [-4.54, -3.58, -1.71], [3.73, 1.86, 4.08], [-4.96, -0.33, -0.40], [-3.05, -4.38, -1.21], [3.59, 4.07, -2.71], [3.16, 3.04, 1.94], [4.34, 1.77, 1.63], [3.29, -2.55, -1.65], [-4.39, -2.18, 2.36], [-1.32, 4.29, 2.32], [1.82, 2.56, -3.62], [-3.51, -0.23, -1.38], [2.54, -1.03, -1.15], [-5.50, -2.85, 1.15], [-4.23, -3.86, 1.84], [-1.45, -4.59, 0.96]], "orbital_gap_ev": 8.05, "lumo_energy_ha": 0.0066, "total_charge": 0}